Entry 1:
C28H26N4PdS2Se2 | the ωB97M-V functional and the def2-TZVPD basis

Summary:
Total charge   +2
Highest occupied orbital energy (alpha / beta)   -13.438 / -13.438 eV
ΔE to the lowest compared entry with this formula, charge and spin   18.90 kJ/mol
Frontier orbital gap (alpha / beta)   5.77 / 5.77 eV

XYZ file:
```
63
Properties=species:S:1:pos:R:3:lowdin_charge:R:1
Pd -1.009 -1.617 1.345 0.47
S -1.420 0.554 0.700 0.85
C -0.257 0.971 -0.447 -0.60
N -0.419 1.977 -1.254 -0.06
C 0.592 2.241 -2.305 -0.07
C 1.960 1.978 -1.754 -0.07
N 2.010 0.613 -1.189 -0.06
C 3.276 -0.141 -1.418 -0.08
C 3.452 -0.438 -2.886 -0.24
C 2.515 -1.224 -3.555 -0.04
C 2.666 -1.484 -4.908 -0.06
C 3.757 -0.961 -5.598 -0.05
C 4.692 -0.183 -4.933 -0.05
C 4.537 0.084 -3.577 -0.04
C 0.991 0.144 -0.536 -0.60
S 1.025 -1.336 0.297 0.82
C -1.627 2.839 -1.183 -0.09
C -1.660 3.700 0.061 -0.26
C -2.780 3.693 0.881 -0.06
C -2.823 4.506 2.008 -0.05
C -1.741 5.317 2.320 -0.06
C -0.616 5.324 1.502 -0.06
C -0.578 4.520 0.374 -0.04
H 0.503 3.277 -2.617 0.14
H 0.393 1.602 -3.166 0.15
H 2.221 2.693 -0.973 0.15
H 2.699 2.036 -2.549 0.14
H 3.254 -1.049 -0.824 0.09
H 4.091 0.481 -1.049 0.14
H 1.673 -1.649 -3.013 0.11
H 1.945 -2.104 -5.426 0.11
H 3.880 -1.169 -6.653 0.12
H 5.545 0.217 -5.466 0.12
H 5.274 0.688 -3.058 0.12
H -2.510 2.201 -1.229 0.12
H -1.610 3.452 -2.082 0.14
H -3.630 3.065 0.633 0.12
H -3.703 4.504 2.639 0.12
H -1.777 5.955 3.194 0.12
H 0.223 5.968 1.737 0.11
H 0.294 4.555 -0.275 0.11
Se -3.315 -3.874 2.824 0.71
Se -1.401 -4.158 4.092 0.72
C -1.185 -2.324 4.628 -0.68
C -1.178 -2.048 5.983 -0.08
C -0.975 -0.739 6.393 -0.02
C -0.784 0.240 5.436 -0.03
C -0.806 -0.127 4.104 -0.14
N -1.003 -1.391 3.693 -0.06
C -2.570 -4.401 1.135 -0.68
C -3.029 -5.557 0.536 -0.07
C -2.549 -5.893 -0.722 -0.02
C -1.634 -5.059 -1.339 -0.03
C -1.226 -3.921 -0.672 -0.13
N -1.684 -3.589 0.548 -0.09
H -1.333 -2.844 6.699 0.11
H -0.975 -0.490 7.447 0.13
H -0.623 1.274 5.713 0.12
H -0.649 0.610 3.334 0.06
H -3.747 -6.180 1.050 0.11
H -2.888 -6.797 -1.212 0.13
H -1.239 -5.286 -2.319 0.12
H -0.515 -3.246 -1.119 0.07
```

Entry 2:
C5H9ISi | the ωB97M-V functional and the def2-TZVPD basis

Summary:
Highest occupied orbital energy (alpha / beta)   -8.388 / -8.389 eV
ΔE to the lowest compared entry with this formula, charge and spin   428.20 kJ/mol
Frontier orbital gap (alpha / beta)   7.95 / 7.96 eV

XYZ file:
```
16
Properties=species:S:1:pos:R:3:lowdin_charge:R:1
C -1.502 0.587 1.038 -0.67
C -2.597 1.858 0.699 -0.28
C 1.010 1.581 -0.017 -0.17
C 0.688 -1.475 1.068 -0.20
C -0.072 -0.607 -1.732 -0.19
Si 0.035 -0.049 0.104 0.40
I -3.602 -0.137 1.051 0.85
H 0.614 2.345 0.674 0.04
H 2.005 1.276 0.259 0.02
H 0.941 1.919 -0.978 -0.01
H 1.177 -2.268 0.492 0.03
H 1.506 -1.053 1.751 0.06
H 0.007 -1.825 1.841 0.02
H -0.085 -1.626 -1.827 -0.04
H -1.057 -0.333 -2.238 0.05
H 0.932 -0.193 -2.186 0.07
```

Entry 3:
C4H8O4 | the ωB97M-V functional and the def2-TZVPD basis

Summary:
Total charge   -2
Highest occupied orbital energy   -0.002 eV
ΔE to the lowest compared entry with this formula, charge and spin   0.00 kJ/mol
Frontier orbital gap   6.81 eV

XYZ file:
```
16
Properties=species:S:1:pos:R:3:lowdin_charge:R:1
O -1.013 -2.691 0.902 -0.14
C -1.181 -1.530 1.358 -0.77
O -1.445 -1.224 2.551 -0.13
C -1.252 -0.362 0.348 -0.18
C -0.098 0.644 0.440 -0.21
C 0.218 1.288 -0.944 -0.55
O 1.102 2.309 -0.922 -0.38
H -2.216 0.116 0.569 0.09
H -1.402 -0.712 -0.679 0.09
H 0.808 0.118 0.752 0.10
H -0.256 1.473 1.130 0.09
H 0.482 0.442 -1.633 0.07
H -0.803 1.606 -1.315 0.08
H 2.524 1.552 -2.045 -0.01
H 2.235 0.174 -2.475 -0.01
O 2.920 0.839 -2.600 -0.14
```

Entry 4:
C47H59N10SV | the ωB97M-V functional and the def2-TZVPD basis

Summary:
2S+1   4
Total charge   -1
Highest occupied orbital energy (alpha / beta)   -2.079 / -2.644 eV
ΔE to the lowest compared entry with this formula, charge and spin   336.61 kJ/mol
⟨S²⟩   3.764
Frontier orbital gap (alpha / beta)   4.40 / 4.96 eV

XYZ file:
```
118
Properties=species:S:1:pos:R:3:lowdin_spin:R:1
V 0.417 -0.191 -0.382 2.68
C -3.940 -2.449 -4.599 0.00
C -3.061 -2.053 -3.445 0.02
C -3.107 -0.777 -2.888 0.00
C -2.363 -0.488 -1.769 0.02
C -1.515 -1.407 -1.114 0.02
N -1.162 -1.100 0.214 0.02
C -2.208 -1.165 1.107 0.01
C -3.320 -1.994 0.775 0.00
C -4.449 -2.123 1.547 0.00
C -4.598 -1.410 2.731 0.01
C -5.853 -1.515 3.558 0.00
C -3.530 -0.619 3.102 0.00
C -2.361 -0.484 2.352 0.01
N -1.429 0.408 2.982 0.00
C -1.692 1.713 3.238 0.00
C -0.820 2.127 4.213 0.00
C -0.067 0.978 4.512 0.00
N -0.462 -0.052 3.787 0.00
C -1.378 -2.660 -1.773 0.01
C -2.151 -2.941 -2.899 0.00
N -0.427 -3.659 -1.429 0.00
C -0.569 -4.986 -1.674 0.00
C 0.679 -5.554 -1.612 0.00
C 1.532 -4.483 -1.318 0.00
N 0.856 -3.353 -1.197 0.01
H -4.960 -2.094 -4.442 0.00
H -3.969 -3.534 -4.706 0.00
H -3.579 -2.025 -5.539 0.00
H -3.737 -0.012 -3.327 0.00
H -2.438 0.495 -1.330 0.00
H -3.258 -2.567 -0.140 0.00
H -5.242 -2.788 1.220 0.00
H -6.721 -1.174 2.988 0.00
H -5.776 -0.907 4.459 0.00
H -6.038 -2.550 3.853 0.00
H -3.587 -0.051 4.025 0.00
H -2.479 2.242 2.732 0.00
H -0.720 3.118 4.621 0.00
H 0.738 0.854 5.220 0.00
H -2.011 -3.899 -3.386 0.00
H -1.529 -5.439 -1.846 0.00
H 0.944 -6.584 -1.770 0.00
H 2.603 -4.484 -1.205 0.00
N 2.778 -0.895 -1.369 0.03
N 3.398 -0.861 -2.659 0.01
C 2.629 -0.857 -3.777 0.00
N 3.345 -0.696 -4.950 0.00
S 0.991 -1.108 -3.813 0.02
H 3.506 -1.129 -0.702 0.00
H 2.122 -1.684 -1.388 0.01
H 4.149 -0.183 -2.671 0.00
H 4.067 0.013 -4.933 0.00
H 2.715 -0.584 -5.730 0.00
C -2.629 3.670 1.199 0.00
C -2.548 2.390 0.348 0.00
C -3.923 1.693 0.340 0.00
C -2.030 2.795 -1.027 0.00
C -2.871 3.557 -1.824 0.00
C -2.433 4.103 -3.014 0.00
C -1.115 3.914 -3.369 0.00
C -0.226 3.145 -2.612 0.00
C 1.198 3.217 -3.185 0.00
C 1.239 2.585 -4.584 0.00
C 2.328 2.652 -2.332 0.00
C -0.694 2.510 -1.428 0.01
N 0.088 1.696 -0.576 0.03
C 0.578 2.325 0.558 0.01
C 1.383 1.632 1.392 0.03
N 1.706 0.306 1.134 0.01
C 2.619 -0.231 2.039 0.00
C 2.543 -1.567 2.560 0.01
C 3.178 -1.887 3.748 0.00
C 3.987 -0.981 4.418 0.01
C 4.286 0.201 3.770 0.00
C 3.665 0.580 2.582 0.01
C 4.327 1.788 1.907 0.00
C 4.259 1.765 0.381 0.00
C 3.886 3.151 2.464 0.00
C 1.928 -2.724 1.787 0.00
C 3.095 -3.638 1.389 0.00
C 0.900 -3.581 2.532 0.00
H -3.007 3.456 2.203 0.00
H -3.304 4.388 0.729 0.00
H -1.648 4.137 1.294 0.00
H -1.825 1.709 0.797 0.00
H -4.461 1.914 1.264 0.00
H -3.820 0.609 0.282 0.00
H -4.543 2.017 -0.496 0.00
H -3.883 3.763 -1.494 0.00
H -3.095 4.703 -3.626 0.00
H -0.735 4.413 -4.254 0.00
H 1.400 4.289 -3.307 0.00
H 0.906 1.551 -4.531 0.00
H 2.258 2.621 -4.982 0.00
H 0.590 3.114 -5.284 0.00
H 2.164 1.601 -2.121 0.00
H 2.397 3.181 -1.382 0.00
H 3.279 2.776 -2.864 0.00
H 0.345 3.370 0.744 0.00
H 1.722 2.074 2.320 0.00
H 3.031 -2.874 4.172 0.00
H 4.440 -1.225 5.371 0.00
H 5.045 0.859 4.185 0.00
H 5.387 1.695 2.168 0.00
H 3.231 1.690 0.042 0.00
H 4.820 0.906 -0.002 0.00
H 4.704 2.676 -0.030 0.00
H 2.919 3.451 2.063 0.00
H 4.618 3.920 2.197 0.00
H 3.815 3.111 3.553 0.00
H 1.445 -2.327 0.897 0.00
H 3.573 -4.030 2.288 0.00
H 3.854 -3.096 0.818 0.00
H 2.749 -4.488 0.802 0.00
H 1.381 -4.179 3.310 0.00
H 0.415 -4.264 1.828 0.00
H 0.149 -2.955 2.995 0.00
```

Entry 5:
C3H6N2O | the ωB97M-V functional and the def2-TZVPD basis

Summary:
Highest occupied orbital energy   -10.322 eV
SMILES   N#C[C@@H](N)CO
ΔE to the lowest compared entry with this formula, charge and spin   165.07 kJ/mol
Frontier orbital gap   10.85 eV

XYZ file:
```
12
Properties=species:S:1:pos:R:3:lowdin_charge:R:1
N 2.256 0.113 -1.639 0.14
C 1.481 -0.121 -0.812 -0.19
C 0.478 -0.344 0.258 -0.37
N 0.448 0.735 1.230 0.05
C -0.919 -0.602 -0.409 -0.22
O -1.981 0.069 0.211 -0.05
H 0.778 -1.252 0.789 0.14
H 1.384 0.884 1.597 0.09
H 0.151 1.602 0.793 0.08
H -0.868 -0.347 -1.474 0.12
H -1.134 -1.671 -0.347 0.12
H -2.075 0.935 -0.198 0.09
```

Entry 6:
C29H81F12N7O8P2 | the ωB97M-V functional and the def2-TZVPD basis

Summary:
Total charge   -2
Highest occupied orbital energy   -3.393 eV
Frontier orbital gap   7.10 eV

XYZ file:
```
139
Properties=species:S:1:pos:R:3:lowdin_charge:R:1
P 0.947 -1.071 0.494 0.26
F 0.619 -0.353 -0.968 -0.18
F 1.265 0.364 1.215 -0.19
F -0.587 -1.076 1.080 -0.16
F 1.432 -1.582 1.951 -0.18
F 0.631 -2.530 -0.211 -0.17
F 2.486 -1.309 0.088 -0.17
P -4.872 -0.797 -0.269 0.14
F -4.496 -1.613 -1.644 -0.20
F -5.487 -2.146 0.345 -0.17
F -3.473 -1.307 0.411 -0.18
F -5.333 -0.089 1.131 -0.19
F -4.153 0.561 -0.797 -0.17
F -6.214 -0.299 -0.935 -0.15
C -1.599 3.026 7.329 -0.08
C -1.857 1.913 6.382 -0.51
C -0.641 1.027 5.915 -0.15
O -1.150 -0.105 5.092 -0.19
C -0.072 -0.583 4.267 -0.11
N -2.880 1.060 6.792 0.07
H -2.359 3.801 7.432 0.08
H -0.670 3.526 7.055 0.07
H -1.255 2.649 8.292 0.07
H -2.125 2.470 5.484 0.11
H -0.070 0.666 6.771 0.11
H -0.032 1.768 5.396 0.11
H -0.679 -1.268 3.675 0.09
H 0.735 -0.930 4.912 0.08
H 0.319 0.203 3.621 0.07
H -3.604 1.674 7.139 0.06
H -2.501 0.804 7.693 0.07
C 2.962 0.758 -3.009 -0.05
C 3.865 -0.287 -3.630 -0.41
C 5.298 -0.181 -3.129 -0.25
O 6.036 0.822 -3.700 -0.20
C 6.359 0.621 -5.140 -0.05
N 3.326 -1.573 -3.204 0.05
H 3.120 0.907 -1.940 0.07
H 1.892 0.611 -3.154 0.08
H 3.421 1.695 -3.325 0.05
H 3.859 -0.373 -4.716 0.13
H 5.866 -1.093 -3.312 0.12
H 5.353 0.004 -2.057 0.14
H 5.563 0.907 -5.828 0.08
H 6.329 -0.458 -5.286 0.08
H 7.342 1.049 -5.338 0.08
H 3.274 -1.586 -2.195 0.05
H 2.358 -1.611 -3.490 0.05
C -0.998 -6.031 -3.987 -0.05
C -0.514 -4.687 -3.371 -0.39
C -0.415 -3.563 -4.389 -0.20
O 0.094 -2.322 -3.918 -0.19
C -0.898 -1.429 -3.502 -0.11
N -1.481 -4.328 -2.310 0.04
H -0.317 -6.447 -4.729 0.06
H -1.957 -5.930 -4.496 0.07
H -1.072 -6.753 -3.174 0.07
H 0.407 -4.741 -2.792 0.13
H -1.358 -3.402 -4.913 0.13
H 0.365 -3.919 -5.062 0.12
H -1.720 -1.913 -2.974 0.09
H -1.333 -1.044 -4.425 0.08
H -0.439 -0.547 -3.055 0.05
H -2.405 -4.104 -2.650 0.09
H -1.071 -3.462 -1.988 0.05
C -2.004 2.369 1.394 -0.07
C -2.590 1.894 2.700 -0.43
C -3.788 2.794 3.062 -0.20
O -4.241 2.235 4.287 -0.19
C -5.059 3.220 4.959 -0.11
N -3.027 0.519 2.585 0.09
H -1.395 3.265 1.513 0.07
H -2.695 2.611 0.586 0.07
H -1.300 1.577 1.137 0.07
H -1.858 1.959 3.505 0.11
H -4.475 2.877 2.220 0.13
H -3.468 3.806 3.312 0.11
H -4.450 4.095 5.187 0.07
H -5.336 2.788 5.920 0.07
H -6.021 3.428 4.490 0.08
H -3.654 0.526 1.793 0.02
H -2.218 0.062 2.190 0.04
C 0.009 -5.051 2.309 -0.05
C -0.650 -5.242 0.966 -0.45
C -1.509 -6.519 0.796 -0.19
O -2.715 -6.604 1.629 -0.18
C -3.238 -7.973 1.514 -0.12
N -1.581 -4.201 0.700 0.06
H 0.044 -6.013 2.819 0.07
H -0.505 -4.387 3.004 0.08
H 1.023 -4.650 2.288 0.07
H 0.153 -5.240 0.228 0.11
H -0.856 -7.392 0.799 0.10
H -1.968 -6.561 -0.192 0.10
H -2.445 -8.694 1.714 0.07
H -3.753 -8.190 0.578 0.07
H -3.956 -8.203 2.302 0.07
H -1.280 -3.307 1.061 0.05
H -1.653 -4.158 -0.306 0.02
C 2.705 3.081 1.189 -0.04
C 3.731 3.967 0.386 -0.41
C 3.693 3.684 -1.159 -0.18
O 4.707 4.420 -1.837 -0.20
C 4.735 4.306 -3.253 -0.10
N 3.458 5.333 0.679 0.02
H 3.003 3.260 2.222 0.07
H 2.882 2.022 1.000 0.06
H 1.636 3.288 1.141 0.07
H 4.724 3.761 0.785 0.13
H 2.696 3.930 -1.524 0.11
H 3.857 2.636 -1.408 0.09
H 3.842 4.587 -3.811 0.08
H 5.036 3.281 -3.471 0.07
H 5.514 5.000 -3.568 0.08
H 3.997 5.939 0.077 0.06
H 2.501 5.589 0.485 0.06
C -1.595 6.671 -2.191 -0.06
C -0.501 5.629 -1.815 -0.43
C -0.816 4.090 -1.581 -0.16
O -1.265 3.441 -2.818 -0.20
C -1.288 1.983 -2.503 -0.06
N 0.543 5.937 -2.743 0.02
H -2.111 6.566 -3.145 0.07
H -1.167 7.669 -2.279 0.07
H -2.349 6.564 -1.411 0.07
H -0.093 5.857 -0.830 0.12
H -1.580 3.904 -0.826 0.09
H 0.080 3.611 -1.187 0.10
H -1.474 1.508 -3.466 0.08
H -2.191 1.832 -1.910 0.08
H -0.372 1.631 -2.029 0.06
H 1.294 5.262 -2.779 0.05
H 0.002 5.810 -3.586 0.06
C 3.873 -4.708 -0.784 -0.16
O 2.490 -5.029 -0.967 -0.13
H 4.098 -4.470 0.255 0.08
H 4.506 -5.486 -1.209 0.07
H 4.213 -3.822 -1.321 0.06
H 2.008 -4.213 -0.810 0.03
```

Values for F_max, eV/Å, ordered as above
0.8, 8.3, 1.0, 2.3, 1.1, 3.9